ORCA calculation (ωB97M-V with the def2-TZVPD basis set) on a molecular structure, C3H7N2 in a non-equilibrium geometry.

Computed properties:
HOMO in eV: -16.2
Total energy in eV: -6194.6723
Total charge: +1
ΔE to the lowest compared entry with this formula, charge and spin in eV: 2.839
LUMO level in eV: -4.002
Largest force on an atom in hartree/bohr: 0.054
HOMO-LUMO gap in eV: 12.159

Last column: natural (NBO) charge in e.
Cartesian coordinates (Å):
C (0.8365, 0.7228, 0.0905)  -0.26
C (-0.7049, 0.7414, -0.3405)  -0.08
C (-0.9430, -0.7567, -0.3991)  0.25
N (-1.6156, -0.0564, 0.4597)  -0.48
N (0.9826, -0.7302, 0.0371)  -0.70
H (1.4109, 1.3889, -0.6501)  0.26
H (0.9255, 0.9752, 1.1058)  0.22
H (-1.0077, 1.4493, -1.1077)  0.24
H (-1.1061, -1.5644, -1.0477)  0.26
H (-1.8108, 0.0626, 1.4610)  0.45
H (1.8023, -1.1058, -0.5295)  0.43
H (1.2302, -1.1268, 0.9204)  0.40